Record 1
A cluster of 2 separate species, C3H9NO3S in total. Source: the OMol25 dataset; level of theory: the ωB97M-V functional and the def2-TZVPD basis.

Cartesian coordinates (Å):
H -1.613 -1.215 -1.301
C -1.019 0.226 0.140
H -0.826 1.372 -1.638
H -1.988 -1.683 0.364
H -2.963 -0.458 -0.465
H -0.253 -0.816 1.567
H -2.092 1.914 -0.542
H 1.687 0.560 1.651
S 2.431 0.008 -0.319
H -0.386 2.238 -0.151
H 1.613 -1.978 0.329
O 3.687 0.275 -0.932
C -1.957 -0.848 -0.335
N -0.199 0.086 1.093
O 2.389 -1.662 -0.139
O 2.568 0.455 1.268
C -1.076 1.523 -0.590

## Properties
* DFT total energy: -21724.0718 eV
* net charge: 0
* E_HOMO: -0.358 Ha
* Kohn-Sham gap: 10.2 eV
* max |F|: 1.91 eV/A
* LUMO level: 0.45 eV

These are the Löwdin partial charges, in e, on atoms 1 to 5:
1 H 0.090
2 C -0.485
3 H 0.088
4 H 0.078
5 H 0.082

***

Record 2
A structure of composition C18H18N6OS2Tc. Source: the OMol25 dataset; level of theory: the ωB97M-V functional and the def2-TZVPD basis.

Cartesian coordinates (Å):
S -1.126 2.111 0.387
H -1.232 3.419 -1.895
H 3.647 -2.389 1.441
C -2.501 4.622 -3.716
H -4.527 4.680 -6.411
N 2.712 -2.592 1.777
O -0.074 0.629 2.986
H 0.458 2.635 2.898
N -0.890 -0.199 -0.693
H -3.270 6.201 -4.920
H -3.148 1.287 -4.183
C 2.481 -3.726 2.479
H -1.940 5.274 -3.057
H 1.014 -4.882 3.508
S 1.870 -0.246 0.669
H 0.665 1.829 4.471
N 0.478 -1.952 1.965
H -5.913 -1.836 1.548
Tc -0.404 -0.042 1.315
C 1.225 -3.988 2.944
H -0.967 2.246 3.901
H -3.507 -1.382 1.924
H -4.473 2.239 -6.054
H -6.826 -1.802 -0.748
H -0.789 -3.183 3.006
C -3.920 2.888 -5.390
C 0.228 -3.046 2.662
H 3.331 -4.376 2.637
C -3.926 -1.370 0.926
C -5.263 -1.618 0.712
C 1.728 -1.704 1.515
C -4.950 -1.319 -1.672
C -2.473 3.223 -3.511
C -3.949 4.273 -5.592
C -5.778 -1.593 -0.584
C -3.240 5.134 -4.752
C -3.612 -1.055 -1.482
C -1.262 1.148 -1.024
C 0.026 1.917 3.595
N -1.557 1.442 -2.248
C -3.192 2.352 -4.358
N -1.775 -0.841 0.063
H -5.359 -1.333 -2.673
C -3.099 -1.065 -0.171
N -1.745 2.752 -2.473
H -2.943 -0.873 -2.312

## Properties
* DFT total energy: -53797.8446 eV
* net charge: +2
* E_HOMO (spin up / spin down): -0.501 / -0.515 Ha
* Kohn-Sham gap (spin up / spin down): 6.8 / 6.1 eV
* max |F|: 0.23 eV/A
* expectation value of S²: 3.8252
* LUMO level (spin up / spin down): -6.84 / -7.89 eV
* spin multiplicity: 4

These are the Löwdin partial charges, in e, on atoms 1 to 5:
1 S 0.703
2 H 0.136
3 H 0.182
4 C 0.020
5 H 0.125

***

Record 3
A cluster of 5 separate species, C38H37F4N2O20PS in total. Source: the OMol25 dataset; level of theory: the ωB97M-V functional and the def2-TZVPD basis.

Cartesian coordinates (Å):
C -1.894 3.689 7.710
O -5.377 -0.441 0.056
C 3.940 -5.847 -2.244
H -5.472 1.361 -0.874
C 4.397 -3.863 -0.196
C -2.900 0.113 1.667
C -1.158 1.610 5.850
C 8.269 -9.156 -1.687
O 8.403 -7.738 0.167
H 2.775 -0.740 -0.275
C -7.150 9.722 -1.286
O 2.497 -4.386 -3.365
O 8.309 -10.656 -3.502
O 10.590 -11.878 -2.758
H -0.886 0.879 5.099
O -2.261 5.175 5.939
C -3.369 0.920 -0.606
C 10.739 -10.440 -0.919
H -3.462 1.823 0.042
H 3.576 0.767 -0.741
C -2.491 -0.089 0.186
H 2.073 -0.271 -2.504
P 0.059 -0.574 -1.196
O -7.963 10.514 -1.998
C -1.587 3.914 -0.777
H 11.663 -10.882 -0.573
F -2.749 -1.409 -0.080
C 10.111 -10.869 -2.019
H 4.519 -3.081 0.541
H -2.199 5.111 4.967
H -1.719 0.642 -3.300
H -0.829 0.190 8.591
C -5.050 -0.127 -2.331
O -1.490 2.057 9.359
H -1.373 2.213 1.152
C -6.226 7.390 -0.926
O -2.270 5.537 -2.744
O 10.729 -8.903 0.864
H -2.929 1.280 -1.559
H 2.185 -3.474 -3.208
H -1.061 -0.418 -4.557
N 0.011 -0.809 2.432
H 2.142 0.741 0.433
O -4.835 9.686 1.399
H -2.268 3.843 0.096
O -7.834 7.885 -2.572
F -6.399 -0.130 -2.534
O -4.651 7.070 0.767
H 9.041 -7.620 0.899
C -0.680 1.801 0.381
O -2.550 3.223 -3.259
N -3.164 0.188 2.750
O 2.954 -2.518 -1.480
C -5.523 9.306 0.470
H -6.200 6.351 -1.221
H -4.523 3.530 -1.499
C -6.400 10.198 -0.285
C -1.636 -0.417 -3.600
F -4.543 0.661 -3.277
C -1.918 3.963 6.402
C 3.324 -4.665 -2.348
C 5.011 -5.047 -0.089
F -4.655 -1.399 -2.419
H -4.224 7.649 1.427
C 2.589 0.329 -0.496
C 10.187 -9.338 -0.135
C 8.834 -10.242 -2.485
H -8.390 9.931 -2.655
H -0.136 -1.924 -3.177
O -0.762 0.131 7.619
H 3.805 -6.634 -2.973
H 9.956 -11.991 -3.492
C -0.652 2.654 -0.930
C -4.834 0.441 -0.895
H -0.959 4.812 -0.606
C -1.561 2.930 5.380
H -1.614 -2.130 -2.255
C 3.524 -3.585 -1.331
O 5.428 -7.167 -0.984
H 7.337 -8.723 -2.023
C -1.130 1.334 7.158
H 0.376 3.071 -1.013
C -1.512 2.358 8.181
S -2.617 4.239 -2.241
H -5.755 0.055 0.796
O 5.817 -5.335 0.939
H 1.442 1.353 -2.143
C -5.477 7.865 0.072
C -0.927 0.247 0.167
H -0.826 2.089 -1.864
O -1.613 3.221 4.197
C -0.404 -0.384 1.480
H -2.152 4.425 8.459
C 1.588 0.342 -1.710
C -0.883 -1.357 -2.573
C 4.832 -6.116 -1.119
C -7.122 8.274 -1.666
H -2.610 -0.876 -3.864
H 6.136 -6.246 0.778
H -6.413 11.240 0.000
H 0.324 1.867 0.852
O -4.168 4.416 -1.701
C 8.897 -8.731 -0.587

## Properties
* DFT total energy: -114924.6926 eV
* net charge: 0
* E_HOMO: -0.292 Ha
* Kohn-Sham gap: 6.2 eV
* max |F|: 5.43 eV/A
* LUMO level: -1.72 eV

These are the Löwdin partial charges, in e, on atoms 1 to 5:
1 C 0.077
2 O 0.024
3 C 0.081
4 H 0.160
5 C 0.085

***

Record 4
A structure of composition CH5NO2. Source: the OMol25 dataset; level of theory: the ωB97M-V functional and the def2-TZVPD basis.

Cartesian coordinates (Å):
H -0.140 -0.205 -0.151
H -0.305 -1.046 -1.791
N -0.434 -0.088 -1.389
H -1.387 0.152 -1.241
O 0.490 0.978 2.580
H -0.040 0.559 -2.078
H 1.581 -0.238 1.427
C 0.596 0.186 1.710
O -0.362 -0.299 0.934

## Properties
* DFT total energy: -6702.7647 eV
* net charge: 0
* E_HOMO: -0.350 Ha
* Kohn-Sham gap: 9.8 eV
* max |F|: 3.38 eV/A
* LUMO level: 0.30 eV

These are the Löwdin partial charges, in e, on atoms 1 to 5:
1 H -0.032
2 H 0.118
3 N 0.117
4 H 0.077
5 O 0.060

***

Record 5
A structure of composition C34H97N3O13. Source: the OMol25 dataset; level of theory: the ωB97M-V functional and the def2-TZVPD basis.

Cartesian coordinates (Å):
H 2.343 3.616 2.041
O 0.262 -3.110 1.375
H 1.245 1.037 4.200
H -1.355 -0.974 1.861
H -4.049 -2.449 1.974
H -6.219 0.846 -2.062
H 0.477 -3.524 -4.458
H -1.255 -1.044 -1.295
H -0.990 0.607 -2.602
H 4.487 -1.229 -0.089
H -0.409 4.106 -3.158
C -4.044 1.309 -0.503
O 2.327 0.242 -3.971
H 2.850 4.496 -4.940
H -0.989 -2.173 -0.967
H 2.035 -4.590 3.129
H 0.003 4.398 2.086
H 4.075 0.481 -0.517
H -0.816 0.881 5.750
H 0.863 1.760 -3.322
H -1.487 -0.094 -4.150
H 0.265 3.127 0.752
H 3.900 1.665 -3.959
H -2.382 -2.711 0.431
C 2.129 2.684 -0.061
C 0.382 3.417 1.796
N -2.020 0.160 4.267
H 0.305 3.753 -5.471
C 2.793 0.024 1.610
H -4.557 -1.038 1.178
O -1.082 2.101 -3.985
C -0.931 -3.261 -0.999
H 2.741 -1.819 -3.993
H 2.366 3.740 0.072
H -4.804 -0.174 -2.470
H -1.691 -2.547 2.763
H 1.423 0.710 -2.227
H 2.255 -1.069 -5.470
C 0.419 -1.781 -2.531
C 0.901 3.536 -4.585
H 1.074 2.763 -0.326
C -1.914 -4.116 -0.167
C 1.927 -3.353 -0.327
H 0.128 2.821 4.620
H -0.829 2.578 3.235
H 0.465 -2.852 -2.332
C -1.548 4.669 4.808
H -2.593 0.985 -3.244
H -3.317 1.990 -0.060
H -3.272 -4.535 -1.681
H -2.044 0.213 -0.259
H 2.043 -2.781 3.212
H 1.344 -3.817 -1.122
H 0.651 0.524 2.178
H -0.925 -3.760 1.440
H -4.957 1.369 0.089
H -3.329 1.857 3.022
C -0.847 0.970 4.664
N 0.535 4.341 -3.430
C 0.337 2.064 -4.227
H -0.854 -2.813 -4.435
H 1.479 -2.405 -0.027
H -5.381 0.842 -3.609
H -1.026 4.984 3.904
O 3.314 -3.205 -0.705
C 0.554 -1.493 -4.029
H 1.994 -0.193 -0.775
H -2.388 5.297 5.104
C 1.462 -3.691 3.358
H -0.610 0.627 -1.315
C 3.659 -1.321 1.723
H -1.122 -2.843 4.413
C -1.555 0.790 -3.516
H 2.984 2.429 -2.013
H -1.991 2.632 2.240
O 3.768 -1.688 0.352
C 0.043 -3.598 2.674
H 2.193 2.238 0.932
O -2.755 -1.830 0.357
C 5.052 -1.201 2.433
H 0.286 -0.176 3.143
H -3.667 0.317 -0.253
H 0.554 1.361 -5.031
C -2.667 1.782 2.159
C 3.683 0.610 -4.128
C -5.234 0.826 -2.529
H -4.121 3.652 -1.495
H 4.327 -0.012 -3.507
H 1.163 4.057 -2.691
C -3.653 -1.596 1.423
H 3.613 -2.378 -0.321
H 1.866 -0.207 1.085
H 3.302 0.814 1.056
H 4.982 -0.889 3.475
O 4.116 1.440 -0.527
H 5.661 -0.425 1.968
H -1.718 0.479 3.079
C -0.824 2.390 4.309
H -3.144 -0.814 1.987
H 1.340 1.157 0.836
H 0.753 -0.868 -0.050
H 2.897 3.119 -3.850
H 5.610 -2.136 2.372
H -4.115 -4.407 -0.197
H 0.683 -0.436 4.781
C 0.379 0.747 1.146
O -1.947 0.591 2.154
H -0.051 -0.611 -4.238
H -3.568 -2.916 -1.016
H 0.126 -3.510 -0.897
O -0.673 -1.445 1.376
H 2.969 0.061 -2.168
H -2.842 0.342 4.825
H -0.196 -2.267 1.361
H -3.186 1.805 1.201
O 1.631 3.041 2.332
C -3.308 -3.945 -0.765
H 1.324 -3.848 4.428
H -0.278 1.604 1.000
H -3.289 1.959 -2.440
C -4.254 1.860 -1.942
H 1.295 -1.401 -2.006
C 0.402 0.356 4.087
C -0.133 -0.494 0.463
H 2.512 0.209 2.646
C 2.085 -1.047 -4.393
O -4.810 3.117 -1.895
H -0.481 -4.551 2.600
H 1.977 -3.888 0.621
H -0.319 -1.638 3.343
C -0.805 -2.613 3.395
H -1.806 -0.797 4.509
H 3.049 -2.021 2.294
H -0.854 4.757 5.644
H -1.148 -3.596 -2.014
H 2.762 2.780 -5.497
C 2.430 3.506 -4.755
H -1.624 -5.158 -0.036
H -0.532 -1.562 -2.045
N 0.079 -2.658 -4.791
H -0.262 2.711 2.320
H 3.872 0.374 -5.175
C -1.116 -0.131 -0.717
C 2.862 1.857 -1.093
C 2.243 0.559 -1.525
O -1.825 -3.628 1.132
O -1.902 3.224 4.778

## Properties
* DFT total energy: -67884.4364 eV
* net charge: 0
* E_HOMO: -0.290 Ha
* Kohn-Sham gap: 8.2 eV
* max |F|: 15.48 eV/A
* LUMO level: 0.26 eV

These are the Löwdin partial charges, in e, on atoms 1 to 5:
1 H 0.098
2 O -0.130
3 H 0.107
4 H 0.088
5 H 0.102

***

Record 6
A cluster of 7 separate species, C35H70Cl2IN8O7S in total. Source: the OMol25 dataset; level of theory: the ωB97M-V functional and the def2-TZVPD basis.

Cartesian coordinates (Å):
H -0.206 -1.253 1.944
H -8.775 -1.079 1.702
H 5.219 10.184 -1.582
H -1.471 -3.280 3.601
C -4.453 -2.788 2.668
H 0.509 4.426 -0.599
C 0.405 0.020 -8.036
H 1.046 -3.986 -0.455
C -1.494 2.348 -1.217
O 4.423 7.536 -1.493
H 3.954 11.296 -2.171
O 3.118 0.621 -7.965
C 0.156 1.496 1.535
H 0.362 -1.609 -10.269
H 0.897 -1.441 3.403
H -0.931 0.085 -2.595
H 2.662 -4.980 1.417
H 3.439 -9.207 9.985
C 1.049 -1.915 -9.476
C 3.600 -8.133 9.865
H 2.435 11.012 -0.138
H 1.922 -2.393 -9.925
C 1.942 -6.732 8.702
H 3.435 -0.997 -9.141
H 2.457 3.689 -5.570
O 1.227 5.860 -2.153
H 3.701 6.335 -3.299
C 3.541 5.296 -3.595
C -4.086 2.390 -0.704
H 3.224 -7.614 10.748
H -5.647 0.852 -1.447
H -7.931 0.110 2.889
H -8.911 1.387 0.754
H -7.916 0.213 -0.331
H 4.274 5.012 -4.351
C -1.424 3.406 -0.040
N 2.192 5.151 -4.112
H 0.948 4.620 -5.725
H -2.126 -5.036 1.866
C 3.287 -8.264 7.391
C 1.063 0.607 2.525
C 0.033 3.907 0.319
H 2.668 7.712 -0.499
H 0.550 -2.628 -8.816
H -0.579 -0.416 -8.215
N -3.349 -3.580 2.757
N 1.434 -0.748 -8.708
H 3.656 4.659 -2.714
H -3.829 -0.147 -2.319
H -6.168 2.695 -1.563
H 2.780 -4.257 5.049
N -2.667 3.748 0.565
H 2.284 -5.943 5.333
C -2.022 -1.596 -3.549
C 0.964 2.618 0.713
H 0.128 4.631 1.187
C 2.105 10.207 -0.800
H 3.371 -3.836 2.591
H -0.725 1.897 2.145
H -2.892 -3.875 0.746
H 3.767 -5.600 4.409
H 1.088 -0.796 -0.165
C 2.733 -0.347 -8.594
C 2.463 -4.366 2.300
C -1.837 0.003 -3.304
H 1.456 9.529 -0.243
H -2.453 -4.565 4.355
H -2.834 -2.855 4.664
Cl -4.151 1.489 -4.093
C 0.517 -3.044 -0.049
C -3.166 0.698 -2.729
H 4.335 9.805 -3.074
C 1.142 5.460 -3.306
H 0.612 0.033 -6.963
H 2.501 5.374 -6.158
N -3.911 3.349 0.310
C 0.828 -0.981 2.345
C -2.913 1.777 -1.587
Cl -1.255 0.749 -4.908
C 4.249 10.250 -2.080
C 2.749 -5.261 4.618
O 1.909 -1.613 1.583
C -3.033 -4.468 1.654
C 0.874 -5.955 3.181
C -7.940 0.777 0.666
N 2.001 -5.220 3.377
C 3.470 8.178 -1.092
H 0.425 1.048 -8.409
H 1.740 -6.358 9.719
S -6.411 1.850 0.728
C -2.479 -3.565 3.916
C -7.886 -0.351 1.833
C 1.515 -1.807 0.197
O 1.332 -6.312 7.735
H -0.296 0.783 0.745
C 2.008 4.681 -5.472
H 4.670 -7.934 9.762
H -0.278 -2.694 -0.803
O -5.219 -2.754 1.723
H 2.177 0.897 2.485
H -0.550 1.989 -1.751
N 3.268 9.509 -1.311
H 2.408 -8.737 6.946
H 1.857 3.005 1.319
H -4.602 -2.154 3.557
H 0.702 0.849 3.598
H -0.060 -3.379 0.887
N 2.918 -7.683 8.668
H -3.868 -5.155 1.498
H -2.665 -1.833 -4.460
H 1.356 2.174 -0.263
H -2.417 -2.085 -2.578
O 0.210 -5.953 2.158
H -0.963 -2.027 -3.708
H 3.633 -7.470 6.723
H 4.076 -9.004 7.521
C -5.603 1.890 -0.981
H 2.463 -1.998 -0.420
H 0.165 5.314 -3.795
H 1.683 -3.649 2.058
H 0.598 -6.570 4.053
H 1.546 10.630 -1.638
H -6.917 -0.979 1.677
I -2.591 5.140 2.136

## Properties
* DFT total energy: -107651.2061 eV
* net charge: +1
* E_HOMO: -0.388 Ha
* Kohn-Sham gap: 6.3 eV
* max |F|: 4.73 eV/A
* LUMO level: -4.29 eV

These are the Löwdin partial charges, in e, on atoms 1 to 5:
1 H 0.123
2 H 0.085
3 H 0.095
4 H 0.074
5 C -0.343